(1)
{
  "formula": "C4H10O",
  "method": "wB97M-V/def2-TZVPD",
  "homo_lumo_gap_ev": 10.6,
  "smiles": "C/C=C/C.O",
  "homo_energy_ev": -9.5128,
  "e_lumo_ev": 1.04,
  "multiplicity": 1,
  "elements": ["C", "C", "C", "C", "H", "H", "H", "H", "H", "H", "H", "H", "O", "H", "H"],
  "coordinates": [[-1.21272, -0.96374, -1.48336], [-0.79868, 0.21292, -0.64346], [0.45847, 0.62623, -0.47509], [0.88927, 1.74720, 0.42693], [-0.37161, -1.64335, -1.65967], [-1.59866, -0.64669, -2.45900], [-2.00797, -1.53536, -0.99232], [-1.59480, 0.75133, -0.12541], [1.25727, 0.09178, -0.99648], [1.16232, 2.64053, -0.14626], [0.09230, 2.01884, 1.12667], [1.75870, 1.44657, 1.02018], [0.89779, -1.14321, 1.77682], [0.21675, -0.80749, 1.17647], [1.55717, -1.49895, 1.16980]]
}

(2)
{
  "formula": "CH4N2O3S",
  "method": "wB97M-V/def2-TZVPD",
  "homo_lumo_gap_ev": [7.8, 7.8],
  "homo_energy_ev": [-9.0755, -9.0759],
  "e_lumo_ev": [-1.26, -1.26],
  "multiplicity": 1,
  "elements": ["C", "N", "N", "O", "O", "O", "S", "H", "H", "H", "H"],
  "coordinates": [[-1.98753, 0.37501, -0.85496], [0.80633, 1.06762, 1.42264], [1.03517, -0.63400, -0.35336], [2.92328, -0.41363, 1.29299], [-1.36226, -0.33328, -1.63102], [-0.41700, 1.28146, 1.51116], [1.50157, -0.64474, 1.33427], [-1.42256, 0.86950, -0.05483], [-3.04881, 0.34005, -0.94863], [1.82185, -1.09721, -0.80878], [0.14995, -0.81078, -0.90947]]
}

(3)
{
  "formula": "C4H7FN2O",
  "method": "wB97M-V/def2-TZVPD",
  "homo_lumo_gap_ev": 9.4,
  "smiles": "CC(=C\\F)/N=C/NO",
  "homo_energy_ev": -8.4588,
  "e_lumo_ev": 0.92,
  "multiplicity": 1,
  "elements": ["C", "C", "C", "F", "N", "C", "N", "O", "H", "H", "H", "H", "H", "H", "H"],
  "coordinates": [[1.86541, -0.85248, -0.46419], [0.58802, -0.10683, -0.70790], [0.17868, 0.40729, -1.85898], [1.08629, 0.51919, -2.81588], [-0.32502, -0.28277, 0.30206], [-0.81584, 0.77800, 0.78840], [-1.64440, 0.65127, 1.84985], [-2.22836, -0.60412, 2.08917], [2.22664, -0.65626, 0.57493], [2.63620, -0.55853, -1.18341], [1.64011, -1.92809, -0.57045], [-0.78573, 0.78319, -2.21924], [-0.51955, 1.77779, 0.51048], [-2.42037, 1.29440, 2.00694], [-1.48206, -1.22204, 1.69819]]
}

(4)
{
  "formula": "C4H5N3",
  "method": "wB97M-V/def2-TZVPD",
  "homo_lumo_gap_ev": 10.7,
  "homo_energy_ev": -9.8506,
  "e_lumo_ev": 0.83,
  "multiplicity": 1,
  "elements": ["N", "C", "C", "C", "N", "C", "N", "H", "H", "H", "H", "H"],
  "coordinates": [[2.26471, -0.53436, 0.63440], [1.29667, -0.91904, 1.21235], [0.64951, -0.11772, -0.39985], [-0.65103, -0.92273, -0.51882], [-1.61764, -0.20344, 0.30405], [-1.10107, 0.93526, 0.52228], [0.16379, 1.13735, -0.04001], [1.32934, -0.15572, -1.24128], [-0.97644, -0.86589, -1.56831], [-0.55894, -1.96893, -0.23345], [-1.58241, 1.73762, 1.07500], [0.78351, 1.87759, 0.25362]]
}

In order of appearance, ΔE to the lowest compared entry with this formula, charge and spin = 17.1; 114.1; 75.6; 79.1 kcal/mol.